[1]
Formula: C11H15I2N9Pt
Source: the Open Molecules 2025 dataset
Level of theory: the ωB97M-V functional and the def2-TZVPD basis

Last column: Mulliken charge in e.
Cartesian coordinates (Å):
Pt1 -0.81549 1.57730 0.42071  0.56
N1 -3.23113 4.65743 -0.96189  0.16
C1 -1.98437 4.29674 -0.68139  0.06
N2 -2.02228 3.04984 -0.23704  -0.28
C2 -3.35090 2.70976 -0.27263  0.15
N3 -4.11065 3.67006 -0.70918  -0.58
C3 -3.71588 1.36658 0.16353  0.67
C4 -5.00650 0.88359 0.25052  -0.25
N4 -5.26544 -0.31418 0.76715  -0.47
C5 -4.23768 -1.01131 1.22178  -0.38
C6 -2.92258 -0.55576 1.13555  0.01
N5 -2.66334 0.62057 0.57332  -0.29
H1 -3.55658 5.53795 -1.33820  0.20
H2 -1.11936 4.92223 -0.82669  0.42
H3 -5.84144 1.48585 -0.08676  0.45
H4 -4.43792 -1.97795 1.66666  0.38
H5 -2.09462 -1.14484 1.48850  0.55
C7 4.21080 -1.09190 -1.24119  -1.40
C8 3.84961 -2.45694 -0.66482  0.78
C9 3.02834 -3.28825 -1.64425  -1.43
C10 3.16822 -2.33216 0.69670  -1.20
N6 1.89607 -1.58307 0.61877  0.59
C11 1.66592 -0.28464 0.71430  0.25
N7 0.36611 -0.10183 0.54143  -0.17
N8 -0.17796 -1.32468 0.35085  -0.15
N9 0.73225 -2.21041 0.39692  -0.61
H6 4.80658 -1.20888 -2.14510  0.42
H7 4.79600 -0.49051 -0.54039  0.35
H8 3.31651 -0.52923 -1.53033  0.29
H9 4.77716 -2.99250 -0.44501  0.32
H10 2.08769 -2.79455 -1.90182  0.30
H11 2.79246 -4.27376 -1.24132  0.38
H12 3.58332 -3.42909 -2.57086  0.43
H13 3.78919 -1.79682 1.41427  0.48
H14 2.90100 -3.29941 1.11677  0.35
H15 2.42155 0.46327 0.86959  0.45
I1 1.25092 3.07945 1.07027  0.02
I2 1.11444 2.17203 3.56128  0.20

Cartesian forces (eV/Å) of the 6 atoms listed first:
0.28 -0.44 -0.42
0.00 -0.02 -0.02
-0.03 0.06 -0.08
-0.25 0.07 0.62
0.04 -0.16 -0.15
0.00 0.03 -0.07

Properties
- Highest occupied orbital energy: -16.12 eV
- F_max: 0.67 eV/Å
- LUMO energy: -8.4 eV
- Net charge: +2

---

[2]
Formula: C11H15IN
Source: the Open Molecules 2025 dataset
Level of theory: the ωB97M-V functional and the def2-TZVPD basis

Last column: Mulliken charge in e.
Cartesian coordinates (Å):
C1 -0.39328 1.99220 2.93178  -0.49
C2 -1.50421 2.40074 2.13782  -0.68
C3 0.41020 0.95413 2.58098  -0.80
C4 -1.72465 1.63532 1.02276  -0.86
C5 0.21619 0.26423 1.37923  1.00
C6 -0.90816 0.57413 0.63498  0.93
C7 1.29256 -0.65790 0.85606  -1.14
C8 -1.08195 0.00294 -0.74446  -1.07
C9 1.13675 -1.07202 -0.77779  -0.45
C10 1.79073 -0.00445 -1.66845  -1.44
C11 -0.65810 -1.85945 -2.30483  -0.59
N1 -0.31430 -1.26144 -1.01243  0.28
I1 2.21567 -3.02084 -1.05895  0.22
H1 -0.10845 2.65308 3.78256  0.32
H2 -2.36497 2.99351 2.24851  0.39
H3 1.21133 0.79872 3.33758  0.35
H4 -2.58779 1.95969 0.49675  0.37
H5 2.20292 -0.19415 0.72413  0.57
H6 1.39356 -1.53584 1.47505  0.51
H7 -2.25467 -0.18384 -0.82772  0.49
H8 -0.80462 0.73266 -1.46137  0.40
H9 1.63925 -0.15128 -2.72107  0.30
H10 2.77131 -0.10956 -1.40777  0.57
H11 1.39300 0.92391 -1.34248  0.47
H12 -0.57676 -1.27467 -3.22340  0.36
H13 0.05158 -2.66824 -2.51403  0.19
H14 -1.74813 -2.09399 -2.39490  0.34
H15 -0.69499 -1.79760 -0.14857  0.46

Cartesian forces (eV/Å) of the 6 atoms listed first:
-1.38 2.87 0.78
1.35 -2.79 -0.38
0.94 0.03 0.99
0.00 -0.22 0.11
0.28 0.05 -0.18
1.19 0.18 -0.46

Properties
- SMILES string: C[N@@H+]1Cc2ccccc2C[C@@]1(C)I
- Highest occupied orbital energy: -12.80 eV
- F_max: 3.62 eV/Å
- LUMO energy: -3.6 eV
- Net charge: +1

---

[3]
Formula: C11H15IN
Source: the Open Molecules 2025 dataset
Level of theory: the ωB97M-V functional and the def2-TZVPD basis

Last column: Mulliken charge in e.
Cartesian coordinates (Å):
C1 -3.10736 -1.89506 0.10697  -0.50
C2 -2.11715 -2.10761 1.07358  -0.92
C3 -2.75705 -1.37444 -1.12003  -0.82
C4 -0.92181 -1.51719 0.96249  -0.72
C5 -1.48472 -0.88740 -1.25546  -0.49
C6 -0.59687 -0.91482 -0.22840  1.17
C7 1.99990 -0.61652 0.84157  -1.24
C8 0.62986 -0.13961 -0.32198  1.63
C9 1.17929 0.65154 0.95318  0.48
C10 1.03104 0.36742 -1.73110  -2.40
C11 0.25649 1.18923 2.03632  -1.62
N1 1.99656 1.83534 0.48309  -0.09
I1 3.94211 -0.68320 0.06950  0.20
H1 -4.12391 -2.18168 0.26050  0.40
H2 -2.46025 -2.62220 2.02143  0.30
H3 -3.48965 -1.27101 -1.83941  0.49
H4 -0.28048 -1.64638 1.75608  0.39
H5 -1.14765 -0.39624 -2.17854  0.25
H6 1.69422 -1.51516 1.26114  0.55
H7 0.79379 -0.40316 -2.48067  0.51
H8 2.05038 0.60828 -1.83097  0.60
H9 0.51003 1.32324 -2.09141  0.36
H10 -0.23909 0.33548 2.54348  0.32
H11 -0.39243 1.82150 1.39207  0.59
H12 0.84024 1.85503 2.76423  0.41
H13 1.32508 2.60746 0.80772  0.48
H14 2.36179 1.62986 -0.48981  0.30
H15 2.80096 1.89759 1.12447  0.38

Cartesian forces (eV/Å) of the 6 atoms listed first:
0.52 -0.64 -0.32
-3.60 -0.83 1.78
0.46 -0.08 1.93
-0.30 -0.64 -0.94
0.37 0.80 -2.04
1.09 0.73 0.96

Properties
- SMILES string: C[C@@]1([NH3+])[C@H](I)[C@@]1(C)c1ccccc1
- Highest occupied orbital energy: -11.63 eV
- F_max: 4.11 eV/Å
- LUMO energy: -3.1 eV
- Net charge: +1